29
Properties=species:S:1:pos:R:3:forces:R:3 method="wB97M-V/def2-TZVPD" e_above_lowest_kcal_mol=176.9 homo_ev=-4.354 max_force_ev_per_a=6.1 homo_lumo_gap_ev=7.3 charge=-1
C -1.567361 2.359091 -0.387453 0.9 0.7 -0.9
O -1.516597 2.731070 1.023803 -0.8 -2.0 -0.6
C -1.791906 1.566438 1.871159 0.5 0.7 1.2
C -0.422858 0.837429 2.326215 -0.9 0.1 0.3
C -0.048358 -0.464730 1.456599 0.4 -0.3 0.6
C 1.352151 -0.281324 0.656034 -1.0 0.8 0.1
C 1.125047 -0.517229 -0.913816 0.0 1.6 1.0
C 2.087525 0.504637 -1.698097 4.0 2.6 -1.5
O 1.573255 1.120345 -2.704059 0.3 -1.9 2.4
O 3.394549 0.772207 -1.309236 -5.7 -2.1 -0.7
N 1.228243 -1.942620 -1.366609 -1.3 1.3 -2.2
O 1.442732 -2.823322 -0.336827 1.4 -1.6 0.6
P -0.256120 -2.434143 -2.241836 0.3 -0.2 1.8
S -1.657433 -3.129200 -1.070825 0.0 0.0 -0.3
H -1.649103 1.230936 -0.547259 0.0 1.6 0.3
H -2.419802 2.908820 -0.940280 1.1 -0.9 1.0
H -0.581027 2.712518 -0.879163 -1.5 -0.7 0.7
H -2.267649 1.987679 2.839741 0.6 -0.6 -1.6
H -2.545554 0.870841 1.369761 1.1 0.8 0.6
H 0.386431 1.653663 2.323629 -1.1 -1.3 -0.2
H -0.576798 0.563762 3.441831 0.3 0.2 -1.8
H 0.004541 -1.347526 2.201434 0.0 1.2 -1.3
H -0.899549 -0.725382 0.717275 1.4 0.5 1.2
H 1.621152 0.838079 0.772262 -0.3 -1.9 -0.5
H 2.222150 -0.857332 1.111800 -1.3 0.6 -0.8
H 0.038005 -0.182621 -1.137998 1.8 -0.2 0.3
H 2.327015 -3.223660 -0.543770 -1.1 0.6 0.3
H -0.719518 -1.243311 -2.882972 0.9 -0.6 -0.2
H 0.116837 -3.485116 -3.151344 0.2 1.0 0.1